Record 1
A structure of composition C28H31CuN2O5PSe2. Source: the OMol25 dataset; level of theory: ωB97M-V/def2-TZVPD.

Calculated values
HOMO energy (spin up / spin down) ... -0.25 / -0.20 eV
Energy relative to the best compared isomer or geometry (same formula, charge and spin) ... 70.1 kJ/mol
<S²> ... 0.756
Multiplicity ... 2
Molecular weight ... 728.01 g/mol
Total charge ... -2
Orbital gap (spin up / spin down) ... 0.171 / 0.169 Eh
Calculated total energy ... -227375.282 eV

```
70
Properties=species:S:1:pos:R:3:nbo_charge:R:1
Se 1.7913 2.0101 2.3304 -0.651
Se 4.4082 0.2717 0.0242 -0.599
Cu 1.9539 0.7628 0.3356 0.771
P -1.4481 0.1606 -0.4598 0.927
O 1.3919 -0.7344 -0.6733 -0.586
O 1.6469 1.1503 -4.2466 -0.574
O 0.4803 3.3755 -0.4884 -0.561
O 2.9263 -2.0846 3.7246 -0.765
O 4.4916 -0.5218 5.4126 -0.758
N 0.7754 2.2065 -1.1213 -0.085
N 0.2879 -0.5238 -1.3277 -0.203
C 1.2399 -1.4561 -3.3995 -0.624
C -2.6268 -0.1556 -4.9859 -0.236
C -3.2676 0.5979 0.1857 -0.324
C -3.5516 1.9681 0.2013 -0.223
C -1.7418 -2.6884 -0.3756 -0.170
C 0.7806 3.5815 -3.1689 -0.675
C -0.9932 -0.2094 -3.2135 0.097
C -1.7030 -3.9181 0.2701 -0.233
C -1.3956 -3.9861 1.6237 -0.244
C 0.4507 -0.3232 -2.7493 -0.078
C 2.8618 0.9353 3.6047 -0.522
C 5.0617 -0.0846 4.1558 -0.056
C -5.7155 1.6045 1.1898 -0.258
C -5.4537 0.2408 1.2064 -0.237
C -4.2479 -0.2510 0.7083 -0.184
C 4.7984 0.7572 1.9055 -0.558
C -3.3094 0.1081 -2.6896 -0.211
C -1.1966 -1.5878 1.6824 -0.202
C 4.0090 0.0670 3.0497 -0.165
C -4.7544 2.4720 0.6805 -0.231
C 1.1108 1.0492 -3.1672 0.590
C 3.4873 -1.3200 2.6399 -0.065
C -1.9906 -0.0077 -2.2351 -0.338
C -3.6245 0.0352 -4.0402 -0.233
C -1.3112 -0.2740 -4.5652 -0.240
C -1.1358 -2.8171 2.3271 -0.209
C 0.8842 2.3061 -2.3811 0.098
C -1.5009 -1.5084 0.3243 -0.310
H -4.6593 0.1252 -4.3545 0.193
H -4.1072 0.2578 -1.9758 0.225
H 0.6393 -2.3676 -3.4023 0.202
H 2.1313 -1.6213 -2.7933 0.252
H -0.1292 3.5706 -3.7750 0.217
H -1.9557 -2.6407 -1.4386 0.200
H 5.8170 -0.8061 3.8234 0.159
H -2.7899 2.6516 -0.1736 0.212
H 2.1626 0.3033 4.1455 0.211
H 3.3361 -1.7864 4.5441 0.477
H -0.9757 -0.6737 2.2250 0.236
H -2.8734 -0.2138 -6.0403 0.192
H 0.5260 3.1069 0.4468 0.512
H -4.9399 3.5414 0.6733 0.192
H 5.1994 -0.5711 6.0587 0.460
H -6.1923 -0.4455 1.6097 0.188
H 0.7621 4.4427 -2.5103 0.233
H 2.7087 -1.2037 1.8895 0.215
H 4.3052 -1.8786 2.1754 0.162
H -0.8523 -2.8640 3.3713 0.208
H -1.3404 -4.9472 2.1221 0.191
H 1.6301 3.6390 -3.8497 0.234
H -0.5139 -0.4067 -5.2888 0.214
H -1.8917 -4.8277 -0.2898 0.189
H 4.6396 1.8323 1.9900 0.218
H 5.8676 0.5577 2.0301 0.179
H 5.5489 0.8853 4.3032 0.161
H -4.0735 -1.3227 0.7224 0.201
H 1.5409 -1.2028 -4.4138 0.214
H -6.6543 1.9891 1.5739 0.189
H 3.2641 1.6679 4.3068 0.186
```

Record 2
A structure of composition C28H31ErN10O. Source: the OMol25 dataset; level of theory: ωB97M-V/def2-TZVPD.

Calculated values
HOMO energy (spin up / spin down) ... -13.29 / -13.26 eV
Energy relative to the best compared isomer or geometry (same formula, charge and spin) ... 0.0 kJ/mol
<S²> ... 3.752
Multiplicity ... 4
Molecular weight ... 690.89 g/mol
Total charge ... +2
Orbital gap (spin up / spin down) ... 0.293 / 0.292 Eh
Calculated total energy ... -74100.986 eV

```
71
Properties=species:S:1:pos:R:3:mulliken_charge:R:1
Er 0.3173 0.0393 -0.2004 1.535
O 2.2578 1.3949 -0.0363 -0.695
N -0.7352 -2.5262 -0.2240 0.684
N 4.4727 -2.0363 -0.7638 0.064
N -0.3401 2.1411 1.1232 0.595
N 0.5229 -1.2036 -2.5506 0.906
N 2.4582 -1.2807 -0.5709 0.389
N 3.4271 3.1114 -0.8668 -0.375
N -2.1624 0.3468 0.2646 0.380
N 3.9172 -2.2545 -1.9761 -0.677
N -0.2543 -0.8194 2.1062 0.222
N 0.9839 -2.2933 -5.0711 -0.558
C 2.4682 2.2005 -0.9772 0.625
C -0.1777 -1.7294 -4.7515 -0.589
C -3.1033 -1.9242 -0.4018 -1.126
C -1.8363 3.9946 0.9940 -1.190
C 0.1961 1.7265 -1.9393 -1.382
C -1.1576 -2.5462 4.0659 -0.515
C 1.9174 -2.3078 -4.1275 -0.563
C 3.6160 -1.4365 0.0540 -0.640
C -2.4337 1.7742 -0.0149 -1.249
C -0.9368 4.7866 1.6826 -0.518
C 0.2232 -3.4479 -0.3841 -0.120
C 0.2653 4.2335 2.1026 -1.007
C 1.6825 -1.7722 -2.8693 0.172
C -2.4696 0.0923 1.6963 -1.181
C 0.0961 -4.5738 -1.1758 -1.278
C 0.5936 -1.6017 2.7777 -0.040
C 0.5253 2.9146 1.7954 -0.319
C -1.5582 -0.8794 2.3998 0.613
C -1.0919 -4.7548 -1.8612 -0.645
C -2.0434 -1.7378 3.3713 -1.068
C -1.9248 -2.7700 -0.8051 0.833
C 0.1944 -2.4750 3.7697 -0.994
C 1.6460 2.1449 -2.2330 -0.898
C -3.0557 -0.4269 -0.6339 -1.015
C 2.7040 -1.7903 -1.8093 0.135
C -0.4056 -1.1751 -3.5010 -0.450
C -1.4980 2.6758 0.7354 0.488
C -2.1196 -3.8498 -1.6528 -1.096
H 1.6414 -1.5246 2.5063 0.431
H 3.8603 -1.1420 1.0620 0.516
H -0.2745 1.4787 -2.8943 0.459
H -4.0752 -0.0417 -0.5114 0.535
H 4.0083 3.1380 -0.0446 0.257
H 2.1555 1.4196 -2.8817 0.230
H -0.9493 -1.7035 -5.5112 0.462
H -1.1726 5.8192 1.9048 0.463
H 1.1466 -3.2658 0.1493 0.612
H 0.9888 4.8099 2.6621 0.476
H -3.0866 -3.9954 -2.1160 0.498
H 0.9088 -5.2838 -1.2471 0.502
H 1.7289 3.1062 -2.7499 0.637
H -3.4687 2.0111 0.2600 0.785
H -1.2318 -5.6055 -2.5159 0.451
H 1.4541 2.4463 2.0912 0.539
H -2.7608 -0.1926 -1.6594 0.342
H -2.3383 1.9454 -1.0878 0.538
H 3.5961 3.7677 -1.6102 0.229
H 0.9240 -3.0817 4.2867 0.459
H -3.9831 -2.2945 -0.9283 0.663
H -3.5130 -0.2171 1.8039 0.439
H 5.4285 -2.3077 -0.5874 0.208
H 2.8775 -2.7505 -4.3629 0.525
H -1.3478 -0.6927 -3.2761 0.150
H -3.1047 -1.7640 3.5833 0.516
H -3.3030 -2.1270 0.6545 0.280
H -1.5187 -3.2225 4.8297 0.463
H -2.3761 1.0375 2.2294 0.736
H -2.7907 4.3863 0.6659 0.550
H -0.3267 2.6221 -1.5885 0.595
```

Record 3
A cluster of 7 separate species, C28H31F15N2O21PS in total. Source: the OMol25 dataset; level of theory: ωB97M-V/def2-TZVPD.

Calculated values
HOMO energy ... -12.41 eV
Energy relative to the best compared isomer or geometry (same formula, charge and spin) ... 0.0 kJ/mol
Molecular weight ... 1079.56 g/mol
Total charge ... +1
Orbital gap ... 0.323 Eh
Calculated total energy ... -136400.342 eV

```
99
Properties=species:S:1:pos:R:3:mulliken_charge:R:1
S -4.0404 0.2761 0.0082 1.468
P 3.1981 1.0743 1.6335 0.934
F -2.5492 0.6850 -0.3766 -0.296
F -3.5984 -3.2917 1.8567 -0.297
F -4.0160 1.3000 1.1988 -0.314
F -4.0323 -0.7345 -1.2080 -0.334
F -4.0887 -0.9096 2.3177 -0.355
F -2.1314 -0.8996 1.4306 -0.095
F 3.0281 3.2861 4.1351 -0.298
F 6.3047 7.1726 4.2359 -0.289
F -4.8697 -2.6709 0.2097 -0.294
F -2.2407 -1.9814 -6.9046 -0.341
F -5.5097 -0.1403 0.3426 -0.306
F -4.5755 1.3911 -0.9480 -0.307
F -1.7090 -4.1357 6.3823 -0.286
F 1.5719 -7.5911 -4.2672 -0.279
F -5.0197 5.1926 -4.7917 -0.287
O -1.3724 -1.5144 4.1821 -0.133
O 0.2091 -1.0267 -3.3256 -0.612
O -5.6435 3.0271 -4.5943 -0.336
O -5.5134 0.7778 -4.7133 -0.495
O 4.0897 0.4332 2.7953 -0.531
O -1.9991 -0.9339 -3.6345 -0.088
O 1.1538 4.4828 4.5190 -0.363
O 0.0041 -4.5767 -4.8180 -0.192
O -0.1238 -2.7868 5.4932 -0.334
O 1.7026 1.0421 2.1856 -0.200
O -3.6529 2.0384 -4.5928 -0.271
O 7.3554 6.9351 0.9610 -0.349
O -0.7190 -1.7378 -5.2476 -0.323
O 5.8212 6.0734 2.3234 -0.180
O -1.5903 -4.6530 -3.2438 -0.475
O -0.2700 -6.4377 -3.6417 -0.348
O 5.7288 5.6282 0.1101 -0.464
O 3.5997 2.4227 1.2533 -0.539
O 0.8574 -1.3580 4.0578 -0.544
O 1.7447 6.4458 3.6578 -0.329
O -0.1763 6.2816 4.8229 -0.516
N -0.0393 -1.6485 -0.5007 0.856
N 0.9441 -4.0486 2.0677 -0.390
C 0.5906 -6.7895 -4.7247 0.307
C -2.8833 -1.1623 -4.7579 -0.426
C -3.6345 -2.5573 0.7131 0.753
C 1.0157 -2.9475 1.1562 0.122
C 0.8079 5.7955 4.3825 0.611
C -2.6180 -3.1329 -0.2578 -0.546
C 2.8515 5.5588 3.4315 -0.200
C -0.7454 -1.2019 -4.0286 0.533
C -0.1060 -2.7074 0.3275 0.518
C -0.7093 -5.1811 -3.8498 0.598
C -0.1252 -1.8453 4.5365 0.535
C 2.1371 -1.0253 0.2436 0.205
C -3.4239 -1.0902 1.1809 0.329
C -2.2880 -2.3958 4.8594 -0.403
C -4.7189 4.0260 -4.1865 0.333
C -2.0603 -2.1295 -5.5774 0.541
C -3.3991 3.4507 -4.6604 -0.454
C -1.3035 -3.6095 0.3627 -0.903
C 6.2509 6.1578 1.0267 0.578
C 2.1930 4.2076 3.5929 0.532
C 2.1132 -2.1195 1.0935 -0.283
C 1.1052 -5.4333 -5.1670 -0.509
C -1.4483 -2.8635 6.0317 0.202
C 1.0224 -0.8097 -0.5714 -0.485
C 3.2803 -0.0695 0.2185 -1.546
C 6.8549 6.5583 3.1606 0.326
C -4.9951 1.8416 -4.6457 0.714
C 7.5837 7.5215 2.2474 -0.448
H 8.6479 7.5974 2.4490 0.281
H 3.2017 0.5715 -0.6497 0.449
H 3.6595 -0.3063 3.2421 0.380
H 1.3186 -5.3650 -6.2289 0.298
H -1.4145 -3.9266 1.3912 0.390
H 3.6116 5.7216 4.1959 0.106
H -4.7961 4.1583 -3.1063 0.212
H 3.2833 5.7174 2.4498 0.145
H -2.5535 3.7179 -4.0335 0.299
H 0.9579 0.0124 -1.2570 0.550
H -3.0613 -0.2260 -5.2803 0.205
H -0.8032 -1.4426 -1.1359 -0.544
H -3.1933 -1.8665 5.1382 0.338
H 4.2215 -0.6048 0.2351 0.508
H 1.4821 -3.8162 2.8957 0.359
H 2.9725 -2.2934 1.7236 0.610
H 1.5004 0.2646 2.7334 0.258
H 7.1277 8.5114 2.2858 0.287
H -3.1088 -3.9990 -0.6870 0.546
H 1.9858 -5.1435 -4.5939 0.279
H -1.5010 -2.2303 6.9174 0.338
H 0.0120 -7.3276 -5.4759 0.299
H 1.7665 3.8013 2.6767 0.219
H 1.4149 -4.8553 1.6695 0.279
H -2.1989 -3.1730 -5.3091 0.165
H -1.0158 -4.5047 -0.1852 0.557
H 7.4569 5.7174 3.5082 0.274
H -2.4615 -2.4704 -1.0999 -0.327
H -2.5357 -3.2312 4.2041 0.205
H -3.1989 3.7356 -5.6933 0.292
H -3.8316 -1.5699 -4.4234 0.341
```